C28H66IN2O13P3Si as an isolated structure. Source: OMol25; level of theory: ωB97M-V with the def2-TZVPD basis set.

The HOMO energy comes out at -0.3155 Eh. As for the HOMO-LUMO gap: 0.2776 Ha. Its total charge is 0. The electronic energy comes out at -103550.094 eV.

Last column: Löwdin charge in e.
Positions of all 114 atoms, in Å:
C (2.47, -1.97, 0.33)  -0.124
C (2.96, -2.13, -1.11)  -0.190
C (1.87, -1.80, -2.16)  -0.221
O (1.13, -0.68, -1.70)  -0.270
C (0.14, -0.16, -2.61)  -0.398
C (-0.42, -1.07, -3.71)  -0.099
C (0.47, -1.27, -5.00)  -0.337
C (-0.36, -1.02, -6.31)  -0.067
C (0.92, -2.77, -5.09)  -0.079
C (-0.90, 0.48, -1.56)  -0.501
I (-1.10, -1.16, -0.07)  1.128
Si (-2.77, 0.68, -1.99)  0.476
C (-3.67, 0.99, -0.31)  -0.240
C (-3.58, -0.92, -2.66)  -0.196
C (-3.25, 2.14, -3.09)  -0.179
C (-0.26, 1.79, -0.99)  -0.502
N (-1.06, 2.98, -0.84)  0.104
C (0.65, 1.75, 0.30)  -0.189
N (2.08, 1.48, 0.02)  0.024
O (0.65, 2.19, -2.05)  -0.095
C (0.85, 1.18, -3.05)  -0.375
C (2.39, 1.19, -3.20)  -0.032
P (0.27, 2.06, -4.59)  0.573
O (-1.05, 1.65, -5.12)  -0.274
O (0.28, 3.64, -4.27)  -0.112
O (1.36, 1.89, -5.79)  -0.135
H (2.11, -0.96, 0.54)  0.031
H (1.63, -2.63, 0.55)  0.045
H (3.28, -2.18, 1.05)  0.062
H (3.87, -1.57, -1.32)  0.102
H (3.17, -3.20, -1.25)  0.108
H (1.28, -2.70, -2.36)  0.118
H (2.43, -1.50, -3.06)  0.109
H (-0.57, -2.06, -3.27)  0.103
H (-1.39, -0.76, -4.09)  0.085
H (1.39, -0.69, -4.97)  0.100
H (0.22, -0.30, -6.90)  0.064
H (-1.32, -0.55, -6.13)  0.063
H (-0.43, -1.92, -6.93)  0.067
H (0.11, -3.40, -4.70)  0.085
H (1.06, -3.09, -6.13)  0.068
H (1.85, -2.96, -4.57)  0.060
H (-4.46, 1.74, -0.43)  0.027
H (-2.97, 1.29, 0.48)  0.002
H (-4.12, 0.05, 0.02)  0.010
H (-2.94, -1.80, -2.57)  0.001
H (-4.57, -1.05, -2.21)  0.034
H (-3.74, -0.74, -3.73)  0.028
H (-2.43, 2.78, -3.41)  -0.013
H (-3.79, 1.83, -3.99)  0.037
H (-3.95, 2.78, -2.54)  0.031
H (-1.34, 3.41, -1.71)  0.070
H (-1.81, 2.91, -0.16)  0.077
H (0.61, 2.77, 0.69)  0.107
H (0.28, 1.11, 1.11)  0.069
H (2.47, 2.38, -0.24)  0.077
H (2.53, 1.26, 0.91)  0.069
H (2.77, 0.70, -4.11)  0.076
H (2.92, 0.79, -2.33)  0.078
H (2.69, 2.25, -3.28)  0.099
H (-0.64, 3.96, -4.30)  0.079
H (0.80, 1.89, -6.59)  0.083
O (-5.56, -1.13, 3.40)  -0.206
P (-7.05, -1.15, 3.63)  0.667
O (-7.23, 0.49, 3.58)  -0.241
C (-7.09, 1.15, 2.33)  -0.283
C (-8.32, 0.97, 1.46)  -0.080
O (-7.01, -1.41, 5.26)  -0.244
C (-6.08, -2.34, 5.82)  -0.287
C (-4.98, -1.59, 6.55)  -0.075
O (-8.70, -1.31, 3.60)  -0.243
C (-9.57, -1.07, 4.71)  -0.269
C (-9.64, 0.37, 5.16)  -0.073
H (-6.20, 0.80, 1.80)  0.094
H (-6.95, 2.22, 2.54)  0.119
H (-8.45, -0.08, 1.18)  0.070
H (-8.25, 1.56, 0.55)  0.076
H (-9.22, 1.26, 2.00)  0.069
H (-5.67, -3.00, 5.06)  0.105
H (-6.63, -2.96, 6.53)  0.115
H (-4.50, -0.86, 5.90)  0.075
H (-4.22, -2.28, 6.93)  0.077
H (-5.40, -1.03, 7.39)  0.076
H (-9.33, -1.74, 5.54)  0.111
H (-10.56, -1.37, 4.37)  0.119
H (-8.71, 0.68, 5.64)  0.074
H (-10.45, 0.49, 5.88)  0.083
H (-9.81, 1.04, 4.32)  0.069
O (5.57, 0.97, 2.02)  -0.217
P (6.68, 0.10, 1.49)  0.641
O (7.29, -0.44, 2.92)  -0.228
C (6.50, -1.33, 3.71)  -0.284
C (6.50, -2.74, 3.14)  -0.079
O (7.76, 1.28, 1.12)  -0.243
C (7.31, 2.53, 0.58)  -0.285
C (7.44, 3.62, 1.63)  -0.074
O (7.55, -1.03, 0.65)  -0.234
C (8.94, -0.94, 0.36)  -0.269
C (9.84, -1.03, 1.58)  -0.073
H (5.47, -0.95, 3.80)  0.107
H (6.93, -1.34, 4.71)  0.118
H (6.01, -2.77, 2.16)  0.064
H (5.98, -3.43, 3.80)  0.078
H (7.52, -3.10, 2.99)  0.072
H (6.29, 2.46, 0.21)  0.103
H (7.96, 2.77, -0.27)  0.116
H (6.91, 3.34, 2.54)  0.076
H (7.03, 4.56, 1.27)  0.077
H (8.48, 3.76, 1.90)  0.076
H (9.16, -0.05, -0.23)  0.112
H (9.16, -1.79, -0.29)  0.120
H (9.77, -0.14, 2.20)  0.073
H (10.88, -1.13, 1.26)  0.083
H (9.58, -1.89, 2.19)  0.072